(1)
The following is a quantum chemistry calculation of a molecular structure, C39H83F3HgN2O17S6 in a non-equilibrium geometry, from OMol25.

XYZ file:
```
151
Properties=species:S:1:pos:R:3:forces:R:3
Hg 1.58565 3.45855 1.86017 1.38 0.54 0.17
S -4.60975 -2.08996 4.73092 0.21 0.72 0.37
S 1.61269 1.97835 5.29894 0.04 -0.71 0.47
S 5.99643 2.26934 -5.79839 -1.33 0.18 -0.65
S -0.02039 -1.33230 -5.59833 1.02 -1.73 0.83
S -3.70027 2.88724 -3.22008 1.73 -2.00 -0.15
S -1.90329 -5.64159 2.72182 -1.05 2.28 0.57
F -1.61446 -0.52697 2.02848 1.07 -0.18 1.02
F -1.09589 -1.41985 0.18035 0.75 -1.40 -0.59
F -1.78671 0.54695 0.26110 -0.01 1.52 -0.88
O -1.36921 -1.43161 -6.11203 0.63 0.16 0.06
O 1.92505 2.45443 6.66168 -0.18 -0.34 -1.68
O -3.37159 -5.41603 2.84603 2.86 -0.96 0.09
O 7.38956 2.42296 -6.20630 -1.03 -0.15 0.61
O -3.33163 -1.96466 5.42414 -0.39 -0.01 -0.17
O -3.27575 3.70451 -4.32665 -0.33 0.17 -0.23
O 1.07050 0.68578 -0.23216 -0.42 -1.65 -1.54
O -4.17990 3.51388 -2.02277 -0.32 0.26 0.51
O 0.92459 1.19353 1.88419 -1.89 -3.40 -0.69
O 5.05315 3.39926 -5.94155 1.50 -1.55 0.41
O -1.32715 -6.76898 2.02480 -0.44 -0.02 0.22
O -5.46709 -3.20236 5.03107 0.02 -0.15 0.01
O 0.30242 3.98064 -0.00981 0.42 0.15 -0.83
O 1.72245 2.89086 4.14621 -0.55 -1.19 3.13
O 4.01099 3.06471 2.99742 1.97 0.29 -0.55
O 0.54023 -0.00971 -5.32226 -0.19 -1.37 -0.28
O -5.13012 -4.10961 -1.73921 1.05 0.80 0.57
N -0.63509 3.95790 2.75975 0.69 0.39 1.16
N 3.27907 2.40642 0.39838 0.23 -0.32 -0.82
C 1.02279 -0.18217 -1.38491 -0.03 2.12 -0.94
C 5.01741 2.51521 2.13076 0.42 0.76 -0.12
C -1.01876 4.29814 0.31802 -0.56 -0.20 0.26
C -2.88394 3.79359 2.00532 -1.02 -0.63 -0.68
C -4.29107 -1.89271 2.97058 -1.09 0.39 0.30
C -4.40540 -0.36988 2.84804 0.84 0.46 -0.41
C 4.44811 1.73352 0.93978 -0.92 -0.23 0.94
C -0.04127 1.08302 5.42200 0.44 -0.27 -0.93
C -1.41236 3.56506 1.63538 -1.72 1.27 -1.39
C 4.61592 -0.06805 -5.61125 -0.06 0.26 -0.11
C -4.08241 -3.41544 -1.10978 -3.43 -0.86 -2.04
C -2.26117 1.72448 -2.80365 -0.52 0.15 -0.13
C -1.18016 -4.06931 2.03800 -0.16 -1.68 0.22
C 0.32066 -0.36836 5.85614 0.45 1.98 0.23
C 2.61564 0.42123 4.94453 -1.13 0.18 0.33
C 5.47758 1.28956 -0.12868 0.03 0.47 1.03
C 1.11533 -2.47028 -6.59873 -0.41 -0.57 -0.33
C -4.83072 1.55175 -3.74642 0.69 -0.81 0.24
C 1.57911 -0.74972 5.07736 0.48 -0.07 -0.56
C 0.66058 4.37423 -1.29639 0.22 -0.14 -1.54
C 0.07819 -4.30360 4.17953 -0.62 -1.30 -1.20
C 0.61211 -3.88203 -4.67246 -0.72 -0.11 0.32
C 1.74413 -3.52542 -5.59203 -0.25 1.69 -1.53
C -2.82354 0.30780 -2.75269 -0.11 0.38 0.34
C 0.09479 -2.54675 -4.14987 -0.22 0.25 0.15
C -4.54590 -2.02235 -0.71889 0.03 0.26 1.64
C 5.24889 0.78988 -6.70063 -0.07 0.72 0.84
C 5.81712 1.50086 -4.08895 0.64 0.62 -1.57
C 4.66430 3.88912 4.01727 -2.07 -1.05 -0.39
C -3.96684 0.24442 -3.77064 -0.47 -0.59 -0.35
C -5.65684 0.12894 3.53487 -0.75 -0.41 1.13
C -0.96238 -0.30345 0.86990 -0.54 1.34 0.22
C 0.56668 0.16473 0.96523 0.68 2.82 2.42
C 2.01919 0.38557 -2.40221 -0.13 -0.64 -0.05
C -2.92170 -3.25355 -2.01276 1.45 -0.58 -0.93
C -5.59634 -0.52427 4.98000 -0.12 -0.29 -0.65
C 5.53108 0.01957 -4.38968 -0.59 0.77 1.00
C -1.02886 -5.41452 4.35276 0.07 1.12 0.28
C -0.56759 -3.30520 3.19902 0.38 0.64 0.43
H -5.75870 1.21340 3.49395 0.64 0.17 0.60
H 3.03762 0.52807 3.94522 -0.43 0.07 -0.08
H 2.53553 -2.95860 -5.10162 0.15 -0.37 0.52
H 6.76041 1.65729 -3.56566 -0.06 0.02 -0.06
H 0.15072 -2.58956 2.79904 0.24 -0.07 -0.03
H -0.76450 1.59192 6.05923 0.52 0.17 0.29
H 2.01904 -1.63248 5.54138 0.25 0.06 -0.03
H 0.75856 5.43062 -1.54648 -0.72 0.59 0.79
H 6.06786 0.25224 -7.17847 -0.07 0.26 -0.20
H 0.56455 -0.26400 6.91337 -0.03 -0.41 0.19
H -1.78326 -4.92527 4.96889 -0.26 -0.38 0.18
H 3.62333 0.27415 -5.31838 -0.01 0.57 -0.03
H -5.15843 0.05338 5.79404 0.61 0.19 -0.47
H -3.25114 4.78995 2.25138 0.81 0.44 -0.03
H -0.66476 -6.33009 4.81889 -0.25 -0.07 -0.35
H 4.95399 -0.25699 -3.50731 0.33 -0.88 0.06
H 6.49393 -0.48573 -4.46515 -0.27 -0.34 -0.08
H -4.98370 -1.40134 -1.50041 -0.12 -0.48 -0.29
H -3.65298 -0.03006 -4.77774 0.48 0.63 -0.13
H 3.46448 2.95584 -0.42858 0.52 0.50 0.02
H 2.03232 -0.32241 -3.23089 0.21 0.13 -0.21
H -3.17197 -0.02617 -1.77537 -0.23 0.55 0.08
H 3.03553 0.52445 -2.03362 0.02 -0.12 0.22
H 2.18165 -4.39467 -6.08303 -0.05 0.20 -0.25
H 3.45802 0.34484 5.63202 -0.32 0.26 0.35
H -3.11779 3.19171 2.88347 0.04 -0.21 0.08
H -0.18947 -4.47170 -5.11728 0.12 0.11 -0.54
H 0.46659 -3.01475 -7.28487 -0.52 0.03 0.25
H -1.12679 3.65694 3.58906 0.27 -0.46 0.34
H 5.66928 3.27379 1.69747 0.10 0.70 0.26
H -0.38706 -4.51041 1.43426 0.16 0.33 -0.23
H -3.35405 -2.38240 2.70544 -0.08 0.32 0.11
H -5.25771 -2.14536 0.09738 -0.46 0.14 -0.13
H -5.61233 1.43845 -2.99518 0.06 0.32 0.03
H 2.69805 1.66424 0.03549 -0.72 -0.11 0.16
H -3.73519 -1.44487 -0.27462 0.45 0.30 0.16
H 3.82262 4.33131 4.55032 0.08 0.33 -0.15
H 0.85005 -2.35708 -3.38718 -0.22 1.25 -0.03
H -1.54154 1.72584 -3.62233 -0.16 0.58 -0.22
H -6.53431 -0.85695 5.42455 -0.21 -0.12 -0.55
H -1.22906 -2.68448 3.80339 -0.65 -0.11 -0.32
H -5.12461 -2.36951 2.45487 0.09 -0.18 -0.08
H -5.26343 1.79411 -4.71705 0.13 0.10 0.12
H -4.55465 -0.64107 -3.52880 -0.47 0.23 0.24
H 5.13070 1.17500 -1.15564 -0.73 -0.29 0.29
H -0.90331 -2.56932 -3.71238 0.05 -0.04 0.06
H -3.79138 -3.98273 -0.22571 0.52 0.01 0.82
H 0.97530 -4.74583 3.74626 0.06 -0.10 -0.20
H 4.37408 -1.05646 -6.00197 0.62 -0.32 0.18
H -4.30179 0.01675 1.83420 -0.12 -0.36 -0.13
H 1.65300 1.32958 -2.80576 0.04 0.04 0.10
H 4.01999 0.92069 1.52640 -0.18 -0.85 -0.75
H -1.93454 -3.64737 1.37393 0.04 0.32 0.26
H 5.02305 2.06253 -3.59693 -0.13 -0.21 -0.14
H 0.07540 0.03963 -1.87619 -0.47 -0.66 0.10
H 6.19379 2.10409 -0.23671 0.55 -0.17 0.25
H -0.05651 3.93710 -1.99122 -0.05 0.02 -0.32
H 0.95648 -4.50217 -3.84484 0.04 0.17 0.19
H -3.58172 3.47769 1.22981 0.07 -0.31 -0.24
H -6.58867 -0.11961 3.02691 0.07 -0.84 -0.05
H -1.10505 5.38471 0.31486 -0.25 0.32 0.64
H -1.75824 2.06833 -1.89981 -0.25 0.05 0.09
H 5.09409 3.20491 4.74887 0.84 0.21 -0.12
H -2.04586 -3.05687 -1.39443 0.60 0.29 -0.26
H -1.25198 2.50299 1.44995 0.04 0.03 0.08
H 4.48704 1.18573 -7.37218 0.42 0.05 -0.23
H 5.92388 0.35614 0.21433 0.46 0.15 -0.27
H 5.29108 4.66097 3.57062 0.26 -0.26 0.16
H -2.02281 -0.40920 -2.93392 -0.03 -0.02 -0.51
H 1.74891 -1.93683 -7.30733 0.45 0.33 0.65
H -0.44852 1.10799 4.41124 0.20 -0.10 -0.27
H 1.11083 -1.25863 -1.23799 0.22 0.08 0.62
H 5.64474 1.89816 2.77404 0.32 -0.44 -0.25
H -0.50931 -1.06495 5.73778 0.04 0.09 -0.14
H -0.54203 4.95302 2.90524 -0.06 0.33 -0.48
H -1.64136 3.98218 -0.51902 -0.49 -0.33 0.14
H 1.65454 4.06297 -1.61771 0.08 -0.82 0.66
H -3.57865 0.07036 3.40551 0.29 0.04 -0.03
H -2.76319 -4.15141 -2.61010 0.09 -0.43 0.31
H 1.29593 -1.03261 4.06351 -0.08 0.04 -0.04
H 1.02801 -0.80778 1.13700 0.58 -0.41 0.40
H -3.05585 -2.50016 -2.78896 -0.19 0.50 0.18
H 0.40675 -3.87219 5.12506 -0.46 0.09 0.06
```
Forces are in eV/Å.

Computed properties:
- Expectation value of S²: 0.75
- 2S+1: 2
- Total charge: -1
- Highest occupied orbital energy (alpha / beta): -2.880 / -2.880 eV
- Orbital gap (alpha / beta): 4.356 / 4.353 eV

(2)
The following is a quantum chemistry calculation of a molecular structure, C9H26BrN2O2Ti2 in a non-equilibrium geometry, from OMol25.

XYZ file:
```
42
Properties=species:S:1:pos:R:3:forces:R:3
Br 1.22967 -2.37731 -0.82682 0.37 -0.38 0.33
Ti 0.98946 -4.29171 1.30820 0.02 0.12 -0.34
Ti 3.43446 -2.52247 -2.39391 -0.14 -0.16 0.04
O -2.65797 1.46834 -0.02698 -0.24 0.89 -0.03
O 1.42018 2.17589 3.04555 1.50 -0.44 -1.33
N -2.12806 -0.33793 -2.51861 0.71 -0.16 0.09
N 2.36120 0.60440 0.75981 0.41 -0.51 1.00
C 0.19736 1.94946 3.72044 0.24 -1.52 0.93
C -2.48051 -1.54150 -3.42152 0.38 -0.15 -0.59
C -3.01627 0.77070 -2.89546 -0.36 1.65 -0.31
C -0.70815 0.12917 -2.83037 -0.48 -0.61 -0.11
C -2.36766 -0.69864 -1.02757 0.14 -1.32 -1.11
C -1.98836 0.26538 0.07630 0.00 -0.07 -0.17
C 3.63061 -0.99768 2.29850 1.13 0.35 -0.48
C 2.48521 1.20778 3.19647 0.73 1.23 -0.43
C 2.53541 0.05386 2.18212 -1.65 -0.34 1.12
H 3.42464 1.70443 2.95374 -0.04 0.89 0.48
H -2.78204 1.16922 -3.88259 -0.49 -1.08 -0.62
H -0.36048 0.93958 -2.18970 -0.47 -0.06 0.22
H 3.49927 -1.81840 1.59334 -0.47 -0.16 0.11
H -0.35841 1.16233 3.21088 -0.40 0.03 -0.11
H -2.12526 2.03818 -0.58654 -0.24 0.47 0.18
H 3.16163 1.02183 0.30686 0.80 0.16 0.22
H 1.58212 -0.44044 2.36921 -0.23 -0.39 -0.53
H -2.76589 1.70074 -2.38512 -0.23 -0.51 0.82
H 0.45739 1.55215 4.70157 -0.30 0.07 0.30
H -2.31017 -0.17665 1.01924 0.05 -0.35 -0.04
H -3.41456 -2.05185 -3.18656 -0.08 0.59 0.53
H -0.75415 0.51931 -3.84712 0.28 -0.25 0.00
H -2.54275 -1.23563 -4.46588 -0.20 0.67 0.19
H -3.43043 -0.93949 -1.00251 -0.04 0.24 0.18
H -0.43227 2.82648 3.87050 0.54 0.21 -0.48
H 3.81656 -1.39958 3.29449 -0.78 0.07 0.14
H -0.02910 -0.71773 -2.73165 -0.14 0.11 -0.16
H -1.84605 -1.64964 -0.91977 0.12 -0.02 0.20
H 4.63884 -0.66586 2.05059 0.01 0.72 -0.16
H 2.59051 0.85747 4.22326 -0.27 -0.29 -0.03
H 1.65360 1.32458 0.78671 -0.64 0.37 0.15
H -1.72206 -2.32112 -3.49247 0.41 0.26 0.89
H -0.91848 0.45676 0.15895 0.37 -0.36 -0.13
H -4.05326 0.48791 -2.71445 0.12 0.23 -0.30
H 2.08422 -0.20231 0.21888 -0.45 -0.22 -0.67
```
Forces are in eV/Å.

Computed properties:
- Expectation value of S²: 12.00
- Relative energy (zero: lowest compared OMol25 entry of this formula, charge and spin): 0.0 kcal/mol
- 2S+1: 7
- Total charge: +3
- Highest occupied orbital energy (alpha / beta): -16.199 / -18.016 eV
- Orbital gap (alpha / beta): 7.039 / 8.511 eV

(3)
The following is a quantum chemistry calculation of a single C3H4N2O2S2 molecule in a non-equilibrium geometry, from OMol25.

XYZ file:
```
13
Properties=species:S:1:pos:R:3:forces:R:3
S 2.06799 -0.43758 -0.24870 1.03 1.02 2.96
S -1.77237 0.36138 0.33039 0.16 -2.25 -1.26
O 3.01980 -0.80362 0.84210 -0.35 -0.05 -1.41
O -2.86744 1.24120 0.60596 -1.87 2.10 0.84
N -0.34357 -1.70472 -0.40503 0.73 0.16 0.50
N -1.47990 -2.00016 -0.79264 -1.12 -0.49 -0.45
C 0.51977 -1.23820 0.27586 0.02 0.04 -0.52
C -2.37866 -1.00331 -0.46056 0.27 0.78 -0.40
C 1.69738 1.36677 0.14076 -0.51 -0.87 -1.19
H 1.19427 1.71118 1.00719 -1.11 -0.88 1.16
H -3.43362 -1.07036 -0.87830 1.52 0.06 0.92
H 1.14655 1.71817 -0.71586 0.06 0.47 -0.43
H 2.62982 1.85925 0.29885 1.17 -0.08 -0.73
```
Forces are in eV/Å.

Computed properties:
- Relative energy (zero: lowest compared OMol25 entry of this formula, charge and spin): 143.4 kcal/mol
- Highest occupied orbital energy (alpha / beta): -8.740 / -8.745 eV
- Orbital gap (alpha / beta): 7.221 / 7.227 eV

(4)
The following is a quantum chemistry calculation of a molecular structure, C33H26Br4IrO2P2 in a non-equilibrium geometry, from OMol25.

XYZ file:
```
68
Properties=species:S:1:pos:R:3:forces:R:3
Ir -0.05022 -0.08802 -0.97748 -0.08 0.40 0.64
Br 0.39026 0.28879 3.98276 0.01 0.01 -0.01
Br -0.92757 3.17415 5.04969 0.00 0.00 0.00
Br -2.05476 4.48603 -0.41465 0.00 -0.01 -0.01
Br -2.18035 5.28749 2.83369 0.00 0.00 0.00
P -0.54643 -2.20012 -1.47129 0.22 0.15 -1.11
P 2.14288 -0.58621 -1.20048 -0.23 0.15 0.05
O 0.17638 0.09393 0.97104 -0.02 -0.24 0.02
O -0.74523 1.75252 -0.77296 -0.30 -0.08 -0.05
C -0.05593 -1.43222 -4.23270 0.15 0.01 0.14
C -2.15597 -2.96689 -1.25896 0.13 0.00 0.49
C 2.68395 -0.59168 -2.92632 0.04 0.07 0.00
C 0.77382 -3.44158 -1.54032 -0.03 -0.04 0.21
C -0.73008 -1.24621 -3.00607 -0.28 -0.43 -0.28
C -1.14810 0.51959 -5.12773 0.03 -0.05 -0.03
C 3.48277 2.88261 0.52467 -0.02 0.00 0.00
C 2.91907 0.71120 -4.93981 -0.01 -0.01 -0.01
C -0.34236 1.55328 2.80144 0.05 -0.01 0.00
C -0.33125 1.23981 1.44800 0.05 0.16 0.03
C -0.89542 2.76036 3.21703 -0.03 0.04 -0.01
C -4.25775 -3.19737 -0.12385 0.02 0.00 0.03
C 1.64894 -3.20654 -0.28378 -0.19 -0.12 0.04
C -1.39116 3.34620 0.92142 0.00 0.00 0.04
C 5.37951 1.47618 0.06708 -0.01 0.01 0.01
C -2.99557 -2.62302 -0.20666 0.01 0.02 0.04
C 2.71990 -2.13084 -0.42295 0.04 -0.02 0.00
C 3.70684 -1.56093 -4.87875 0.00 0.00 0.01
C -1.66541 -0.19598 -2.89121 0.23 0.07 -0.17
C -0.84732 2.13401 0.51670 0.17 0.00 -0.09
C 4.84978 2.66467 0.55757 0.01 -0.01 0.00
C 3.29887 -1.66884 -3.55465 -0.03 -0.01 -0.02
C -4.66305 -4.11368 -1.08040 0.01 -0.01 -0.02
C -2.56106 -3.89064 -2.22419 -0.05 0.00 0.04
C 3.15667 0.72012 -0.47121 0.07 -0.05 -0.01
C 4.53853 0.50898 -0.45171 -0.01 0.00 0.04
C -1.42530 3.65930 2.27706 0.04 -0.04 0.02
C -0.27885 -0.57591 -5.27675 0.00 0.09 0.01
C 2.49849 0.60206 -3.62706 0.01 -0.01 0.01
C 3.51855 -0.37384 -5.56942 0.00 0.00 -0.01
C -3.81636 -4.46241 -2.12877 -0.01 -0.01 0.00
C 2.63274 1.91192 0.01032 -0.01 0.02 -0.02
C -1.83220 0.70906 -3.95527 -0.01 0.04 0.10
H 0.35694 -4.44805 -1.51705 -0.11 0.05 -0.06
H -4.14030 -5.17655 -2.87366 0.00 0.00 0.00
H 1.31350 -3.32596 -2.48217 0.14 -0.02 0.08
H 1.57045 2.10362 -0.01692 0.00 0.00 -0.02
H 5.50846 3.42231 0.96060 0.00 0.00 0.01
H 3.59048 -2.49309 -0.97157 -0.01 0.00 0.00
H -5.64448 -4.56356 -1.01310 0.00 0.01 0.00
H 4.18665 -2.40147 -5.36242 0.00 0.00 0.00
H 2.10449 -4.14652 0.02576 0.08 0.02 -0.06
H 3.06984 -1.84158 0.56924 0.00 0.01 0.00
H 0.99734 -2.90032 0.54049 -0.02 -0.13 0.03
H -4.91791 -2.93078 0.69014 0.00 0.00 0.00
H 3.47261 -2.59993 -3.03052 0.00 0.00 0.00
H 0.22776 -0.73710 -6.21889 -0.01 0.00 0.00
H -2.35764 -0.14296 -2.05721 -0.06 -0.07 -0.04
H 4.96323 -0.40710 -0.84674 0.00 0.00 0.00
H 0.64334 -2.24934 -4.35094 -0.04 -0.03 -0.01
H 2.78252 1.64276 -5.47296 0.00 0.00 0.00
H 6.44761 1.30663 0.08615 0.00 0.00 0.00
H -1.29950 1.19969 -5.95542 0.00 -0.01 0.00
H 2.02764 1.44913 -3.13898 0.01 0.00 0.00
H -2.53732 1.52176 -3.84840 0.02 0.02 0.01
H -1.90947 -4.15018 -3.05124 0.00 0.00 0.00
H -2.66788 -1.91398 0.54513 0.00 0.01 -0.01
H 3.06753 3.80820 0.90046 0.00 0.00 0.00
H 3.84881 -0.28917 -6.59634 0.00 0.00 0.00
```
Forces are in eV/Å.

Computed properties:
- Relative energy (zero: lowest compared OMol25 entry of this formula, charge and spin): 13.5 kcal/mol
- Total charge: +1
- Highest occupied orbital energy: -10.223 eV
- Orbital gap: 6.461 eV